[1]
{
  "formula": "C40H85BClNO33SSi2",
  "method": "ωB97M-V/def2-TZVPD",
  "charge": 0,
  "e_tot_ev": -151701.6258,
  "spin_multiplicity": 1,
  "lumo_ha": -0.044,
  "largest_force_ha_per_bohr": 0.16756,
  "gap_ev": 8.46,
  "species": ["C", "C", "N", "C", "C", "Si", "C", "C", "C", "C", "S", "O", "O", "Cl", "O", "Si", "C", "C", "C", "B", "O", "O", "C", "C", "O", "H", "H", "H", "H", "H", "H", "H", "H", "H", "H", "H", "H", "H", "H", "H", "H", "H", "H", "H", "H", "H", "H", "H", "H", "H", "H", "H", "H", "H", "H", "H", "C", "O", "C", "O", "O", "C", "H", "H", "H", "H", "H", "H", "C", "O", "C", "O", "O", "C", "H", "H", "H", "H", "H", "H", "C", "O", "C", "O", "O", "C", "H", "H", "H", "H", "H", "H", "C", "O", "C", "O", "O", "C", "H", "H", "H", "H", "H", "H", "C", "O", "C", "O", "O", "C", "H", "H", "H", "H", "H", "H", "C", "O", "C", "O", "O", "C", "H", "H", "H", "H", "H", "H", "C", "O", "C", "O", "O", "C", "H", "H", "H", "H", "H", "H", "C", "O", "C", "O", "O", "C", "H", "H", "H", "H", "H", "H", "C", "O", "C", "O", "O", "C", "H", "H", "H", "H", "H", "H"],
  "positions_angstrom": [[0.345552, -0.854424, -0.781792], [0.980681, -0.586417, -2.305636], [0.030095, 0.280344, -3.158120], [-1.007746, -0.701683, -3.653946], [-2.508061, -0.048934, -3.890094], [-3.559167, -1.397138, -4.779098], [-5.430519, -0.986710, -4.962802], [-6.081207, -0.121474, -3.732148], [-5.718345, 1.477245, -3.736158], [-6.090554, 2.057930, -2.241192], [-4.696672, 2.967158, -1.381449], [-5.193741, 4.454702, -1.203657], [-3.317708, 2.866988, -2.077790], [-4.468809, 2.128493, 0.561029], [-3.200094, -2.941390, -4.023389], [-4.249237, -3.284150, -2.657005], [-3.584617, -2.694816, -0.946884], [-4.131269, -1.229294, -0.455340], [-4.343206, -5.243117, -2.541970], [-3.031542, -5.853723, -1.726877], [-1.620715, -5.705226, -2.136499], [-3.261356, -6.586602, -0.431729], [0.865323, 0.726021, -4.368352], [1.988152, -0.220417, -5.123037], [0.699160, 1.967511, -4.899245], [-0.814096, -1.078972, -0.891840], [0.810666, -1.808792, -0.274362], [0.432104, 0.123935, -0.144981], [1.197928, -1.629284, -2.844727], [2.029488, -0.078342, -2.139391], [-1.099593, -1.686566, -3.018551], [-0.645549, -1.054532, -4.735270], [-2.990832, 0.411084, -2.928594], [-2.354508, 0.843985, -4.656470], [-3.022102, -1.486112, -6.161792], [-5.527186, -0.301465, -5.935583], [-6.047068, -1.972055, -5.235506], [-5.854922, -0.528929, -2.658958], [-7.265509, -0.192540, -3.862695], [-4.641285, 1.740848, -4.110677], [-6.474816, 2.010415, -4.489616], [-6.454429, 1.210913, -1.483310], [-7.021751, 2.794091, -2.347452], [-5.635065, -2.856411, -2.901499], [-3.970088, -3.479723, -0.133972], [-2.399998, -2.716239, -0.848070], [-3.347918, -0.838692, 0.356322], [-5.169170, -1.249042, 0.097821], [-4.167048, -0.405064, -1.285128], [-4.295749, -5.649660, -3.651300], [-5.372378, -5.476139, -2.036288], [-1.268162, -4.948728, -1.548676], [-3.286764, -5.819924, 0.243049], [1.665204, -1.344636, -5.223950], [3.016342, -0.193617, -4.524508], [2.205040, 0.169517, -6.228427], [-2.203171, 6.076186, -1.529972], [-2.764356, 7.385408, -1.600738], [-2.963737, 7.839935, -2.863711], [-2.707976, 7.234107, -3.892591], [-3.496971, 9.085058, -2.783528], [-3.761841, 9.692445, -4.046513], [-2.087300, 5.814705, -0.474567], [-2.871456, 5.344012, -1.994643], [-1.215003, 6.053723, -2.000712], [-4.492471, 9.104829, -4.611850], [-2.836030, 9.814637, -4.617943], [-4.185790, 10.683498, -3.862785], [2.614420, -4.321681, 2.688178], [3.804041, -3.602041, 3.005855], [3.627272, -2.263560, 3.142493], [2.571205, -1.663324, 3.018096], [4.828899, -1.708799, 3.441544], [4.794955, -0.293548, 3.615095], [2.872724, -5.380754, 2.602614], [1.872130, -4.211723, 3.485371], [2.206108, -3.988294, 1.728641], [4.139804, -0.022504, 4.449380], [4.473856, 0.200991, 2.692644], [5.808484, 0.042605, 3.850537], [2.963219, 5.868555, 2.173732], [2.145810, 5.950300, 1.007902], [2.440500, 5.031458, 0.053788], [3.314629, 4.181612, 0.122316], [1.594164, 5.221971, -0.989533], [1.789564, 4.318984, -2.076105], [2.640052, 6.648649, 2.868496], [2.839757, 4.897759, 2.664563], [4.013834, 6.045567, 1.921834], [1.619186, 3.286171, -1.755188], [2.793237, 4.433987, -2.498013], [1.059946, 4.562356, -2.853345], [-3.243068, -5.501880, 6.601061], [-2.428999, -4.641405, 7.395336], [-1.162258, -4.488053, 6.933493], [-0.695323, -5.010838, 5.933642], [-0.505250, -3.652329, 7.776704], [0.849982, -3.397543, 7.412513], [-4.233121, -5.551462, 7.062597], [-3.355030, -5.101155, 5.588398], [-2.824585, -6.513187, 6.574480], [0.901691, -2.912670, 6.432236], [1.432213, -4.324669, 7.418374], [1.277643, -2.718310, 8.155091], [8.743634, 8.807471, 0.271626], [8.304939, 7.962192, -0.790000], [7.230454, 7.192292, -0.483103], [6.642900, 7.175013, 0.587185], [6.923018, 6.445168, -1.573235], [5.803458, 5.579750, -1.394789], [9.606612, 9.376909, -0.084308], [7.956558, 9.514774, 0.552404], [9.056646, 8.211819, 1.135223], [4.898774, 6.158017, -1.180611], [5.998836, 4.854979, -0.597842], [5.648068, 5.031192, -2.327855], [3.739115, 2.238084, -8.051858], [4.508188, 1.092017, -7.692612], [5.737734, 1.042942, -8.264675], [6.207009, 1.872293, -9.028217], [6.354557, -0.088545, -7.839982], [7.667484, -0.273754, -8.365460], [2.776211, 2.173700, -7.537709], [4.240761, 3.156249, -7.729480], [3.552921, 2.255469, -9.130564], [8.326238, 0.544026, -8.055625], [7.638453, -0.356837, -9.456718], [8.065226, -1.208137, -7.959991], [0.656932, 1.557370, 6.907576], [1.471001, 2.417845, 7.701851], [2.737742, 2.571198, 7.240009], [3.204677, 2.048412, 6.240157], [3.394750, 3.406922, 8.083220], [4.749982, 3.661708, 7.719029], [-0.333121, 1.507789, 7.369113], [0.544970, 1.958095, 5.894913], [1.075415, 0.546063, 6.880995], [4.801691, 4.146581, 6.738751], [5.332213, 2.734581, 7.724889], [5.177643, 4.340941, 8.461606], [-9.816183, -5.372145, 6.252351], [-8.550706, -4.714595, 6.238361], [-8.069261, -4.403906, 7.468455], [-8.618738, -4.637549, 8.533594], [-6.870705, -3.788405, 7.308078], [-6.241790, -3.401491, 8.528311], [-10.104301, -5.572784, 5.216778], [-9.748904, -6.327798, 6.782259], [-10.579696, -4.730543, 6.703984], [-6.031595, -4.278388, 9.149269], [-6.862316, -2.681065, 9.071010], [-5.291907, -2.919540, 8.281087], [1.542744, -8.797118, -0.889694], [2.356814, -7.936643, -0.095419], [3.623554, -7.783291, -0.557262], [4.090489, -8.306076, -1.557113], [4.280562, -6.947567, 0.285949], [5.635795, -6.692781, -0.078242], [0.552691, -8.846700, -0.428158], [1.430782, -8.396393, -1.902357], [1.961228, -9.808426, -0.916275], [5.687504, -6.207908, -1.058519], [6.218025, -7.619907, -0.072382], [6.063455, -6.013548, 0.664336]],
  "forces_ev_per_angstrom": [[-0.84, 0.04, -0.99], [0.80, -0.85, 1.37], [2.41, -1.61, -1.00], [-1.35, -0.54, -1.91], [1.07, 0.88, -0.03], [0.76, -0.56, 0.28], [-1.14, 0.68, -0.56], [-1.19, 0.05, -0.15], [-0.89, -0.01, -0.41], [-1.76, -0.96, -0.25], [2.36, 6.10, -1.76], [1.58, -6.00, -0.31], [-5.03, -0.58, 2.41], [-0.37, 0.34, -1.30], [-2.50, 1.96, 1.28], [1.96, -2.22, -0.61], [0.05, 0.41, 1.59], [0.94, 0.62, 1.19], [0.51, -0.42, -0.52], [0.24, -0.70, 1.06], [-2.27, 1.81, 1.78], [0.45, 3.58, -1.03], [-0.52, 5.68, -3.10], [0.33, -0.15, -0.09], [0.77, -7.78, 3.62], [2.34, 0.51, 0.19], [-0.65, 2.17, -0.95], [0.03, -2.06, -1.12], [-0.51, 2.12, 1.16], [-2.18, -0.74, -0.51], [0.38, 2.20, -1.00], [-0.91, 0.37, 2.14], [1.19, -0.89, -1.65], [-0.38, -1.66, 1.58], [-0.03, -0.16, 0.15], [0.28, -1.41, 1.97], [1.23, 2.17, 0.83], [-0.22, 0.49, -2.19], [2.49, 0.18, 0.46], [-1.96, -0.60, 1.09], [1.78, -1.09, 1.65], [1.07, 1.72, -1.71], [2.50, -1.18, 0.58], [0.03, 0.34, 0.04], [0.75, 1.55, -1.73], [-2.44, 0.08, -0.43], [-1.80, -0.66, -1.75], [1.96, -0.20, -1.30], [0.13, -1.71, 1.43], [-0.31, 0.84, 2.11], [1.99, 0.08, -0.95], [-0.48, -1.89, -1.31], [-0.04, -1.98, -1.20], [0.50, 2.20, 0.44], [-2.31, 0.00, -1.21], [-0.68, -0.58, 2.70], [0.20, -0.68, -0.05], [-0.28, 0.75, -1.08], [0.18, -0.51, -0.11], [-0.39, 0.93, 1.39], [0.35, -0.80, 0.06], [-0.09, 0.20, -0.38], [-0.14, 0.32, -0.15], [0.26, 0.25, 0.00], [-0.22, 0.01, -0.02], [0.27, 0.02, 0.03], [-0.20, -0.18, 0.03], [0.11, -0.26, 0.26], [-0.46, -0.39, -0.08], [0.08, 1.11, 0.14], [-0.25, 0.21, -0.02], [1.43, -0.85, 0.16], [-0.90, -0.74, -0.29], [-0.03, 0.63, 0.13], [0.23, 0.30, 0.04], [0.06, 0.11, -0.22], [0.00, 0.05, 0.24], [0.00, 0.00, -0.27], [-0.10, -0.10, 0.22], [-0.12, -0.36, -0.07], [0.37, -0.01, 0.48], [0.08, -0.70, -0.92], [0.12, -0.17, 0.02], [-1.15, 1.12, -0.10], [0.67, 0.03, 1.03], [-0.02, -0.37, -0.52], [-0.15, -0.08, -0.36], [0.13, 0.10, -0.18], [-0.15, -0.17, 0.01], [0.15, 0.18, -0.05], [-0.12, -0.12, 0.17], [0.06, 0.10, 0.33], [-0.34, -0.35, -0.29], [1.02, 0.27, -0.19], [0.21, -0.19, -0.38], [-0.68, 0.76, 1.44], [-0.72, -0.64, -0.54], [0.53, 0.12, -0.13], [0.29, 0.21, 0.10], [0.15, -0.16, 0.15], [0.02, 0.24, -0.13], [0.00, -0.23, 0.09], [-0.15, 0.15, -0.16], [-0.36, -0.15, -0.01], [0.17, 0.31, 0.36], [-0.80, -0.65, 0.08], [-0.27, -0.11, 0.25], [0.82, 0.05, -1.46], [0.48, 0.79, 0.79], [-0.43, -0.40, 0.10], [-0.21, -0.26, -0.20], [0.09, -0.25, 0.06], [-0.22, 0.12, -0.10], [0.22, -0.12, 0.13], [-0.17, 0.26, -0.05], [0.27, 0.26, 0.08], [-0.37, 0.48, -0.13], [1.02, -0.28, -0.33], [0.19, 0.38, -0.34], [-0.69, -1.25, 1.14], [-0.64, 0.80, -0.20], [0.50, -0.09, -0.18], [0.27, -0.21, 0.05], [-0.02, -0.18, -0.20], [0.19, 0.08, 0.18], [-0.17, -0.07, -0.20], [0.02, 0.19, 0.20], [-0.35, 0.16, 0.07], [-0.35, -0.31, -0.29], [1.08, 0.25, -0.21], [0.12, -0.15, -0.30], [-0.63, 0.71, 1.39], [-0.69, -0.66, -0.57], [0.51, 0.12, -0.12], [0.31, 0.20, 0.12], [0.17, -0.17, 0.14], [0.02, 0.23, -0.14], [0.00, -0.24, 0.11], [-0.15, 0.15, -0.16], [-0.36, -0.15, -0.02], [-0.49, -0.25, -0.02], [0.56, 0.33, 0.85], [-0.27, -0.10, 0.47], [0.82, 0.35, -1.59], [-0.93, -0.52, -0.13], [0.29, 0.19, 0.47], [0.32, 0.17, 0.13], [-0.05, 0.26, 0.05], [0.19, -0.19, 0.07], [-0.19, 0.18, -0.04], [0.04, -0.28, -0.02], [-0.24, -0.16, -0.24], [-0.40, -0.35, -0.32], [1.10, 0.30, -0.17], [0.11, -0.27, -0.44], [-0.67, 0.78, 1.48], [-0.68, -0.59, -0.50], [0.54, 0.13, -0.10], [0.31, 0.22, 0.10], [0.15, -0.15, 0.16], [0.03, 0.24, -0.12], [-0.01, -0.25, 0.11], [-0.16, 0.15, -0.17], [-0.37, -0.14, -0.01]]
}

[2]
{
  "formula": "C5H7NOS",
  "method": "ωB97M-V/def2-TZVPD",
  "charge": 0,
  "relative_energy_kj_mol": 506.7,
  "e_tot_ev": -19666.3509,
  "spin_multiplicity": 1,
  "lumo_ha": -0.005,
  "largest_force_ha_per_bohr": 0.12980,
  "gap_ev": 8.11,
  "species": ["C", "C", "C", "C", "C", "H", "H", "H", "H", "H", "H", "H", "N", "O", "S"],
  "positions_angstrom": [[-0.309359, 0.457853, -0.066334], [0.305150, -0.799303, 0.228851], [1.782354, -0.485167, 0.588845], [1.892539, 1.029700, 0.269809], [0.608913, 1.505383, 0.029310], [-3.711416, 0.282693, -0.573872], [0.263123, -1.436727, -0.702469], [-0.131731, -1.430690, 1.110688], [2.280275, -0.828195, 1.609256], [2.665096, -2.044589, -1.151111], [2.956555, 1.458721, 0.041150], [0.488387, 2.559667, -0.442437], [-1.518045, 0.810878, -0.317010], [2.729789, -0.839092, -0.610114], [-2.606241, -0.485943, 0.056618]],
  "forces_ev_per_angstrom": [[-2.54, 2.19, 0.37], [1.07, -4.15, 1.96], [2.59, 0.38, -2.03], [-0.85, 0.07, 0.08], [5.62, 3.08, -1.86], [1.73, -1.74, 1.27], [0.10, 0.44, 1.03], [0.23, 1.23, -1.65], [-1.37, 0.45, -2.25], [-0.05, 5.29, 2.98], [-2.46, -0.47, 0.92], [-0.30, -2.02, 1.20], [-0.40, -1.64, 0.81], [-1.09, -5.16, -0.81], [-2.30, 2.07, -2.02]]
}